# 1
{"formula": "H34O17Ti", "method": "ωB97M-V/def2-TZVPD", "largest_force_ev_per_a": 1.27, "homo_ev": [-7.47, -12.87], "spin_multiplicity": 4, "charge": 1, "lumo_energy_ev": [-3.1, -3.2], "relative_energy_kj_mol": 144.4, "species": ["Ti", "O", "H", "H", "O", "H", "H", "O", "H", "H", "O", "H", "H", "O", "H", "H", "O", "H", "H", "O", "H", "H", "O", "H", "H", "O", "H", "H", "O", "H", "H", "O", "H", "H", "O", "H", "H", "O", "H", "H", "O", "H", "H", "O", "H", "H", "O", "H", "H", "O", "H", "H"], "xyz": [[0.03057, 0.11177, 0.19714], [-2.02169, 1.21581, 1.22522], [-2.67882, 1.90015, 1.35214], [-2.14970, 0.62027, 1.96358], [1.44644, 4.89359, 0.06888], [2.21770, 5.09269, -0.46192], [1.40438, 3.93740, 0.08187], [1.32369, 3.59808, 3.17166], [2.14112, 3.70547, 3.65798], [1.01995, 2.72049, 3.40364], [2.53169, 0.00696, 1.03110], [3.09747, 0.24995, 1.76395], [2.85144, -0.85217, 0.75564], [-3.52231, -1.79808, -0.71944], [-4.15990, -1.19427, -0.33851], [-2.83996, -1.87848, -0.05296], [-4.89513, -0.33998, 1.02721], [-4.67093, 0.45365, 0.54130], [-4.71115, -0.12197, 1.94091], [-0.22120, -3.47373, -1.69096], [0.30708, -2.98711, -2.32369], [0.13366, -4.36240, -1.71507], [-1.71472, -0.69930, 3.41336], [-2.15444, -0.01078, 3.91218], [-1.99729, -1.51419, 3.82851], [0.35772, 2.25117, -0.95911], [-0.26241, 2.96901, -0.83116], [0.34998, 2.09273, -1.90308], [-2.04965, -0.18712, -2.91610], [-1.16690, -0.32855, -2.57405], [-2.59615, -0.80759, -2.43382], [-1.30058, -5.04822, 0.70890], [-0.48691, -5.36982, 0.32066], [-1.53392, -4.28547, 0.17977], [0.44029, 0.83747, 2.94409], [-0.25479, 0.21448, 3.15620], [1.25106, 0.37001, 3.14504], [0.74885, 1.88655, -3.71854], [0.35733, 2.28807, -4.49424], [1.64872, 2.21266, -3.70781], [-0.62717, -2.30726, 0.73559], [-0.35785, -2.88244, 0.01944], [-0.61749, -2.86861, 1.51085], [4.23184, 2.15363, -0.56843], [3.64602, 1.74267, 0.06730], [4.72694, 2.79508, -0.05887], [3.13807, -1.73103, -2.39773], [3.43878, -2.44887, -2.95496], [3.78474, -1.68689, -1.69339], [0.57766, -0.41837, -2.21039], [0.48947, 0.25348, -2.88647], [1.29841, -0.97060, -2.51340]]}

# 2
{"formula": "H35O17", "method": "ωB97M-V/def2-TZVPD", "largest_force_ev_per_a": 7.51, "homo_ev": -13.39, "charge": 1, "lumo_energy_ev": -2.9, "relative_energy_kj_mol": 633.3, "species": ["O", "H", "H", "O", "H", "H", "O", "H", "H", "O", "H", "H", "O", "H", "O", "H", "H", "O", "H", "H", "O", "H", "H", "O", "H", "H", "O", "H", "H", "O", "H", "H", "O", "H", "H", "O", "H", "H", "O", "H", "H", "O", "H", "H", "O", "H", "H", "O", "H", "H", "H", "H"], "xyz": [[0.69584, -0.63781, 4.40615], [0.58832, -0.19195, 3.49670], [1.58012, -0.25168, 4.64056], [-0.86038, -1.17778, -0.78283], [-0.92685, -0.23025, -0.45756], [-0.41844, -0.89468, -1.64781], [-1.50401, 1.54852, -3.45806], [-2.17275, 2.07172, -3.76719], [-1.61730, 0.63941, -3.64558], [0.90043, -0.07572, 0.60157], [1.40135, 0.26453, -0.09211], [-0.61950, -3.15817, 3.33032], [2.06903, -2.04263, 2.66187], [1.82369, -1.70850, 1.75586], [-5.18084, -0.95788, -1.35193], [-5.33815, -1.02814, -0.44883], [-5.43058, -0.07902, -1.64500], [0.12599, -3.31615, 0.14400], [0.08144, -2.46236, -0.15460], [-0.52515, -3.75571, -0.50051], [-0.59235, -2.23443, 3.32720], [0.52799, -1.85949, 4.04001], [-0.22738, -1.84410, 2.37022], [-3.03583, 1.39576, 0.36395], [1.75378, 2.63518, 2.41619], [-2.30332, 0.94854, 0.36449], [0.12403, -0.46232, -3.66775], [0.87290, -1.02278, -3.76445], [0.68522, 0.24794, -3.40464], [3.81568, -0.40117, -0.73368], [4.26579, -0.88808, -1.42590], [4.43419, 0.24359, -0.31164], [2.18945, 0.98971, -2.58839], [2.91411, 1.18412, -1.92176], [2.15259, 1.77150, -3.13720], [-3.55456, -1.26812, 1.77349], [-3.09714, -0.61933, 1.24761], [-4.03653, -0.80887, 2.37869], [0.88534, 3.83574, -0.27287], [0.15130, 4.15147, -0.88455], [0.76990, 2.76849, 1.13996], [3.00065, -3.71661, 0.76448], [3.26387, -4.17120, -0.09990], [2.09013, -3.67062, 0.65687], [1.24915, 2.06976, 1.79022], [0.64919, 0.55226, 1.18400], [1.21378, 4.83655, -0.13938], [-1.10424, 4.79909, -2.10806], [-1.20947, 4.10787, -2.72055], [-2.15876, 4.99193, -1.87969], [3.02682, -2.50833, 2.63941], [-3.38855, 1.39019, -0.48139]]}

# 3
{"formula": "H35O18", "method": "ωB97M-V/def2-TZVPD", "largest_force_ev_per_a": 2.61, "homo_ev": -6.92, "charge": -1, "lumo_energy_ev": 2.1, "relative_energy_kj_mol": 72.3, "species": ["O", "H", "H", "O", "H", "O", "H", "H", "O", "H", "H", "O", "H", "H", "O", "H", "H", "O", "H", "H", "O", "H", "H", "O", "H", "H", "O", "H", "H", "O", "H", "H", "O", "H", "H", "O", "H", "H", "O", "H", "H", "O", "H", "H", "O", "H", "H", "O", "H", "H", "O", "H", "H"], "xyz": [[-0.59152, -2.76169, 5.36356], [4.77067, 2.61754, 1.39419], [-2.27178, -2.31453, -3.39664], [-2.32335, 2.00326, 0.15850], [-0.18112, 3.29839, 3.35554], [-0.63374, -1.10864, -4.09521], [-2.53097, -1.16315, -0.93609], [-0.65947, -2.03286, -4.33948], [-0.74883, -4.07534, -1.81178], [-4.40139, -0.56302, 0.75949], [-0.35392, -3.25792, -1.38816], [2.42917, 2.60936, -2.62849], [1.57077, 2.46184, -2.16406], [-0.30992, -1.93065, 5.02975], [-0.31122, -1.00782, 1.09924], [4.31633, 2.55646, 2.86684], [-0.37274, -1.33422, 0.15158], [4.49691, 2.03373, 2.12131], [2.53717, 2.53844, 0.31056], [-0.89351, -1.15128, -3.11318], [0.01688, 1.94174, -2.15018], [0.34552, -0.91273, 2.84436], [1.24254, 3.18878, 0.03502], [-0.83876, -1.31913, -1.53076], [-0.05205, -0.88581, -1.87535], [0.15042, 1.27764, -2.85001], [5.09081, -2.63727, 1.18159], [4.54795, -3.22675, 0.63765], [-2.76766, -2.73168, 2.17739], [2.17258, 3.43183, 0.16546], [-1.57576, -2.25783, 1.46020], [-0.85419, 1.77673, -1.75730], [-3.48479, -0.88848, -0.95569], [-3.69898, -1.19191, -1.85515], [-1.31244, -4.37607, -1.09404], [-1.88333, -3.05635, 1.93252], [-2.79446, 2.37856, 0.90160], [-0.30022, -0.08194, 0.84084], [-3.18200, -2.15101, -3.60873], [2.31104, 3.13374, -3.41047], [-0.28541, -3.33332, 4.66757], [-5.30982, -0.27597, 0.66681], [-2.85971, 1.38090, -0.27576], [5.17532, -1.88029, 0.58678], [4.64426, 3.56772, -1.90824], [-3.16299, -1.93390, -4.55120], [3.64370, 3.50105, -1.85763], [0.43371, 3.94449, 3.75874], [-5.69234, -1.16503, 0.56419], [-0.19015, 4.04952, 4.47340], [0.82136, -0.52167, 3.55274], [1.25777, 0.30155, 3.35237], [4.85370, 3.53500, -2.85618]]}

# 4
{"formula": "H36O22S", "method": "ωB97M-V/def2-TZVPD", "largest_force_ev_per_a": 3.29, "homo_ev": -4.59, "charge": -2, "lumo_energy_ev": 4.5, "relative_energy_kj_mol": 12.7, "species": ["S", "O", "O", "O", "O", "O", "H", "H", "O", "H", "H", "O", "H", "H", "O", "H", "H", "O", "H", "H", "O", "H", "H", "O", "H", "H", "O", "H", "H", "O", "H", "H", "O", "H", "H", "O", "H", "H", "O", "H", "H", "O", "H", "H", "O", "H", "H", "O", "H", "H", "O", "H", "H", "O", "H", "H", "O", "H", "H"], "xyz": [[17.83340, 9.49769, 12.94514], [18.19704, 10.88999, 13.24517], [17.55091, 9.29258, 11.56065], [18.95073, 8.65934, 13.27988], [16.66445, 9.06590, 13.66091], [20.01075, 11.74862, 11.70131], [19.54087, 12.26088, 11.05065], [19.34541, 11.43651, 12.33103], [18.76307, 6.18162, 13.72969], [18.92511, 7.16104, 13.66343], [19.57737, 5.78573, 13.48820], [17.55968, 6.48679, 16.01719], [17.14188, 7.28594, 16.25339], [18.01662, 6.72771, 15.26622], [16.14292, 6.64683, 12.92565], [16.16580, 7.52516, 13.29454], [17.06127, 6.44290, 12.93725], [20.96176, 7.08967, 15.50597], [21.32487, 7.06534, 14.64220], [20.68560, 8.01372, 15.61025], [13.93459, 8.70866, 13.76565], [14.85217, 8.86196, 13.83159], [13.42961, 9.47652, 13.93242], [17.83715, 10.65446, 8.94907], [17.80239, 9.98087, 9.67954], [18.78800, 10.94859, 8.99547], [17.49324, 13.21427, 13.71078], [16.53095, 13.31330, 13.60569], [17.56867, 12.34834, 13.37229], [19.18697, 8.10343, 8.66648], [18.68091, 7.67602, 9.37670], [19.52324, 8.97429, 8.91937], [21.10618, 9.63372, 14.22838], [20.75402, 10.41770, 14.69976], [20.26259, 9.29103, 13.96847], [20.67619, 8.31502, 11.36206], [20.54014, 9.12286, 10.91687], [20.15860, 8.44543, 12.15669], [15.48454, 8.82923, 9.95413], [16.18928, 9.05690, 10.60800], [14.74695, 8.60121, 10.52698], [16.01598, 8.81950, 16.16789], [16.17631, 9.68614, 16.56265], [16.32926, 8.88404, 15.26050], [16.30817, 12.28745, 10.85152], [16.01063, 12.47375, 9.98238], [17.15687, 11.92160, 10.60919], [17.87654, 6.92804, 10.79385], [17.81032, 7.84709, 11.13238], [17.16468, 6.45479, 11.25076], [16.38166, 11.78771, 15.85171], [15.60163, 12.39864, 15.85240], [16.93745, 12.24365, 15.19000], [15.13804, 11.33690, 13.08951], [15.50468, 10.56496, 13.48768], [15.68560, 11.49623, 12.34035], [19.31594, 11.74631, 15.43516], [19.13573, 12.67018, 15.39128], [18.85103, 11.41767, 14.66068]]}

# 5
{"formula": "H37O18", "method": "ωB97M-V/def2-TZVPD", "largest_force_ev_per_a": 2.59, "homo_ev": -12.52, "charge": 1, "lumo_energy_ev": -2.7, "relative_energy_kj_mol": 498.4, "species": ["O", "H", "H", "O", "H", "O", "H", "H", "O", "H", "H", "O", "H", "H", "O", "H", "H", "O", "H", "H", "O", "H", "H", "O", "H", "H", "O", "H", "H", "O", "H", "H", "O", "H", "H", "O", "H", "H", "O", "H", "H", "O", "H", "H", "O", "H", "H", "O", "H", "H", "O", "H", "H", "H", "H"], "xyz": [[5.49630, 0.85757, 1.50959], [0.87958, 5.02335, -1.37102], [5.73854, 0.64596, 2.40345], [-2.40907, -1.60184, -1.49264], [-4.67027, 0.27481, 1.56664], [-1.90347, 1.73585, 0.96965], [-2.20416, 1.77247, 0.06820], [-0.12403, -3.82362, -2.66071], [2.84271, -2.82326, 0.56414], [-1.79395, -1.04733, -1.97831], [1.88657, -2.72263, 0.51282], [2.85228, -0.38080, 2.38736], [2.23310, -0.38876, 1.45757], [2.70434, -1.30700, 2.65881], [-4.44745, 0.57573, 2.46306], [-5.32774, 0.61552, 2.84203], [0.56459, -2.42160, -2.98817], [-1.08414, -3.86313, 4.53439], [-0.85955, -6.23129, -1.15700], [-1.16535, 0.37429, -3.70478], [-4.88103, -0.27352, -0.32071], [-4.48490, -1.12004, -0.10165], [-4.16428, 0.30330, -0.59667], [0.70697, 1.72477, -1.61063], [0.31849, 2.32945, -0.98121], [2.32638, 3.94267, -3.79365], [-0.00107, -2.90801, -2.39643], [-1.00645, -4.79920, 4.36770], [3.02698, -3.67959, 0.96262], [1.46463, 3.87813, 3.12017], [1.28733, 4.64171, 3.67889], [0.61821, 3.65298, 2.73089], [1.79354, 0.65597, 4.42862], [1.93378, 0.46238, 5.36146], [2.34674, 1.43767, 4.28500], [1.31811, 4.16382, -1.41552], [1.34001, 2.25350, -2.07824], [2.04830, 4.32936, -2.01680], [1.76447, -0.36984, 0.19817], [0.81295, -0.43059, 0.34546], [2.07961, -0.64613, -0.66590], [-3.80325, 0.47456, -4.47008], [-3.75890, -0.21972, -5.13544], [-4.20481, 0.04093, -3.71359], [1.47628, 4.23319, -4.12920], [6.24742, 1.03806, 0.94678], [2.18775, 0.12696, 2.98441], [-0.29879, 0.00957, -3.45582], [-2.14162, 2.56380, 1.39172], [0.21288, 0.47961, -4.12159], [-1.44245, -5.47208, -1.24072], [-2.08537, -2.49440, -1.65119], [-2.30954, -5.89635, -1.25639], [-0.70694, -3.56074, 5.36058], [0.76973, 3.86351, -3.59611]]}

# 6
{"formula": "H38O19", "method": "ωB97M-V/def2-TZVPD", "largest_force_ev_per_a": 3.17, "homo_ev": -10.59, "lumo_energy_ev": -0.2, "relative_energy_kj_mol": 402.4, "species": ["O", "H", "H", "O", "H", "H", "O", "H", "H", "O", "H", "H", "O", "H", "H", "O", "H", "H", "O", "H", "H", "O", "H", "H", "O", "H", "H", "O", "H", "H", "O", "H", "H", "O", "H", "H", "O", "H", "H", "O", "H", "H", "O", "H", "H", "O", "H", "H", "O", "H", "H", "O", "H", "H", "O", "H", "H"], "xyz": [[-4.03799, 0.17484, 1.49558], [-4.48353, 1.02071, 1.37747], [-4.62452, -0.47047, 1.08978], [-2.45050, 0.96539, -4.25818], [-3.29108, 0.90831, -3.79655], [-2.14310, 0.05652, -4.31392], [0.61747, -0.76506, 0.74326], [0.16898, 0.09363, 0.68142], [0.97195, -0.72406, 1.63375], [-0.43146, -0.65239, -4.74398], [0.03513, 0.17448, -4.68110], [0.14114, -1.27850, -5.19188], [-2.63095, 1.78378, 3.39129], [-1.96603, 1.28529, 2.85048], [-3.26772, 1.82644, 2.67440], [2.06450, 4.30134, 0.83562], [1.54479, 4.35266, 0.01776], [2.84882, 3.94840, 0.38713], [3.85195, -2.35175, -0.18936], [4.05866, -3.02489, 0.47310], [3.24271, -2.91481, -0.69221], [0.46233, 2.77162, -2.27567], [0.88475, 3.20760, -3.01509], [0.70265, 1.85548, -2.11611], [1.75479, 0.05529, -1.74792], [1.23425, -0.18215, -0.95841], [2.36859, -0.67966, -1.83786], [3.45831, 2.74589, -1.73349], [2.60716, 2.75958, -2.16199], [3.70915, 1.87417, -1.43577], [-3.19208, -0.95390, -2.34228], [-3.43572, -1.87986, -2.48617], [-2.45623, -0.97594, -2.96947], [-0.77324, 0.04602, 3.74897], [-1.49745, 0.52378, 4.16309], [-0.08464, 0.72866, 3.77342], [1.42769, -3.96570, 0.26521], [0.80562, -3.34145, -0.05388], [1.26821, -4.44046, 1.06836], [0.44540, 2.63791, 2.29802], [1.08027, 3.25120, 1.90248], [-0.45767, 2.93747, 2.26435], [1.88137, -2.56797, 2.52742], [1.15178, -2.11269, 2.94928], [2.70798, -2.08914, 2.47791], [3.37877, 1.66816, 0.78886], [4.06833, 1.03052, 0.57429], [2.83656, 1.12803, 1.37109], [-2.84640, -2.21341, 0.04748], [-2.66152, -1.67815, -0.76948], [-1.90983, -1.96922, 0.22833], [-1.27093, -4.55189, 1.63936], [-1.85630, -4.38836, 0.91777], [-1.70216, -4.10398, 2.34326], [-1.13665, 1.14145, 0.27801], [-1.11233, 2.06777, 0.02156], [-2.06003, 0.95346, 0.47121]]}